# 1
ORCA calculation (ωB97M-V/def2-TZVPD) on one molecule with the formula C4H8S in a non-equilibrium geometry.

The value obtained for the energy above the lowest of the compared OMol25 structures with the same formula, charge and spin is 28.8 kcal/mol. As for the charge: 0. For the HOMO-LUMO gap, the calculation gives 9.84 eV. The HOMO energy comes out at -8.891 eV. As for the lowest unoccupied orbital energy: 0.95 eV.

Element x y z (Å)
C 1.338 -0.796 -0.127
C -0.037 -0.612 0.235
C -0.801 0.440 1.144
C -1.026 0.444 -0.237
H 1.733 -1.693 0.368
H 1.662 -0.900 -1.192
H 1.881 0.119 0.224
H -0.606 -1.531 0.155
H -1.616 -0.026 1.645
H -0.191 1.188 1.670
H -1.927 0.028 -0.689
H 0.240 1.340 -2.027
S -0.650 1.999 -1.169



# 2
ORCA calculation (ωB97M-V/def2-TZVPD) on C4H11AsF6KNO as an isolated structure in a non-equilibrium geometry.

As for the expectation value of S²: 0.7543. As for the charge: +1. For the HOMO-LUMO gap (spin up / spin down), the calculation gives 9.99 / 3.51 eV. The HOMO energy (spin up / spin down) comes out at -13.806 / -13.806 eV. As for the lowest unoccupied orbital energy (spin up / spin down): -3.82 / -10.29 eV. As for the spin multiplicity: 2.

Element x y z (Å)
K 0.979 -2.152 -2.259
As -0.919 -3.917 1.179
F -0.299 -5.501 0.564
F -0.201 -3.138 -0.284
F -1.483 -2.350 1.887
F -1.571 -4.792 2.639
F 0.562 -3.688 2.140
F -2.529 -4.187 0.326
C 0.148 1.292 -2.355
C 0.486 0.809 -0.916
C 0.219 1.764 0.235
O 0.957 2.962 0.025
C 0.945 3.776 1.174
N -0.249 -0.378 -0.677
H 0.094 0.507 -3.109
H 0.814 2.032 -2.798
H -0.835 1.763 -2.333
H 1.544 0.550 -0.961
H 0.568 1.392 1.199
H -0.835 2.041 0.239
H 1.478 4.713 1.011
H 1.334 3.262 2.053
H -0.036 4.146 1.472
H -1.247 -0.218 -0.679
H 0.076 -0.687 0.228



# 3
ORCA calculation (ωB97M-V/def2-TZVPD) on one molecule with the formula C4H9NO.

The value obtained for the energy above the lowest of the compared OMol25 structures with the same formula, charge and spin is 32.7 kcal/mol. As for the charge: 0. For the HOMO-LUMO gap, the calculation gives 10.51 eV. The HOMO energy comes out at -9.471 eV. As for the lowest unoccupied orbital energy: 1.04 eV.

Element x y z (Å)
C -1.482 0.994 -1.512
O -1.307 0.839 -0.112
C -0.185 0.193 0.291
N 0.752 -0.022 -0.529
C 1.912 -0.817 -0.185
C -0.382 -0.215 1.727
H -1.013 1.915 -1.870
H -2.562 1.032 -1.672
H -1.037 0.148 -2.041
H 2.479 -0.436 0.676
H 1.642 -1.862 0.021
H 2.590 -0.824 -1.046
H 0.496 -0.680 2.177
H -0.683 0.653 2.322
H -1.220 -0.918 1.753



# 4
ORCA calculation (ωB97M-V/def2-TZVPD) on C55H51N2O2P2ReS3Si as an isolated structure.

As for the expectation value of S²: 3.7788. The value obtained for the energy above the lowest of the compared OMol25 structures with the same formula, charge and spin is 27.1 kcal/mol. As for the charge: +1. For the HOMO-LUMO gap (spin up / spin down), the calculation gives 6.87 / 6.51 eV. The HOMO energy (spin up / spin down) comes out at -9.675 / -10.494 eV. As for the lowest unoccupied orbital energy (spin up / spin down): -2.80 / -3.98 eV. As for the spin multiplicity: 4.

Element x y z (Å)
Re 0.192 -0.772 0.049
C 3.369 -3.755 0.965
C 2.483 -2.822 0.197
N 1.281 -2.519 0.654
N 0.713 -3.560 1.383
C -0.557 -3.506 1.478
S -1.523 -2.195 0.871
S -1.427 -4.918 2.121
C -1.375 -4.625 3.914
C -2.255 -3.526 4.458
C -3.486 -3.212 3.892
C -4.308 -2.264 4.484
C -3.910 -1.618 5.646
C -2.680 -1.920 6.210
C -1.858 -2.865 5.616
C 2.896 -2.395 -1.108
C 4.212 -2.646 -1.562
C 4.500 -2.733 -2.895
C 3.453 -2.656 -3.828
C 2.167 -2.411 -3.427
C 1.876 -2.158 -2.070
O 0.678 -1.740 -1.749
H 2.886 -4.111 1.865
H 4.270 -3.196 1.236
H 3.681 -4.599 0.352
H -0.339 -4.484 4.221
H -1.692 -5.590 4.319
H -3.802 -3.713 2.987
H -5.269 -2.036 4.039
H -4.556 -0.884 6.109
H -2.360 -1.421 7.116
H -0.901 -3.104 6.065
H 4.999 -2.784 -0.833
H 5.514 -2.902 -3.229
H 3.668 -2.772 -4.882
H 1.359 -2.325 -4.143
O 2.387 0.568 -4.576
S 1.486 0.589 -3.401
C 1.149 2.306 -3.062
C 1.045 3.194 -4.121
C 0.775 4.525 -3.865
C 0.621 4.941 -2.550
C 0.756 4.047 -1.500
C 1.031 2.693 -1.734
P 1.391 1.514 -0.332
C 1.220 2.725 1.009
C 2.293 3.513 1.407
C 2.100 4.519 2.343
C 0.839 4.742 2.878
C -0.234 3.958 2.476
C -0.043 2.954 1.541
C 3.183 1.235 -0.480
C 3.987 1.942 -1.371
C 5.354 1.707 -1.410
C 5.928 0.784 -0.549
C 5.133 0.083 0.347
C 3.765 0.297 0.370
C -0.188 0.327 -4.057
C -0.229 0.284 -5.442
C -1.440 0.315 -6.114
C -2.615 0.417 -5.390
C -2.570 0.402 -4.006
C -1.363 0.325 -3.301
P -1.640 0.076 -1.485
C -2.471 1.576 -0.908
C -3.059 1.543 0.361
C -3.640 2.684 0.886
C -3.618 3.870 0.159
C -3.020 3.909 -1.091
C -2.451 2.763 -1.630
C -2.938 -1.206 -1.618
C -4.261 -1.012 -1.249
C -5.185 -2.038 -1.417
C -4.791 -3.248 -1.962
C -3.468 -3.437 -2.346
C -2.544 -2.425 -2.175
H 1.191 2.830 -5.130
H 0.693 5.232 -4.679
H 0.414 5.980 -2.331
H 0.653 4.430 -0.498
H 3.281 3.343 1.000
H 2.938 5.126 2.657
H 0.694 5.525 3.610
H -1.220 4.125 2.891
H -0.882 2.348 1.226
H 3.555 2.675 -2.039
H 5.970 2.252 -2.112
H 6.995 0.610 -0.578
H 5.580 -0.635 1.024
H 3.145 -0.263 1.060
H 0.713 0.258 -5.976
H -1.461 0.282 -7.195
H -3.570 0.476 -5.893
H -3.505 0.420 -3.463
H -3.045 0.628 0.944
H -4.100 2.652 1.864
H -4.067 4.764 0.571
H -2.999 4.833 -1.654
H -1.991 2.800 -2.610
H -4.594 -0.068 -0.841
H -6.214 -1.883 -1.123
H -5.512 -4.043 -2.092
H -3.157 -4.381 -2.775
H -1.509 -2.579 -2.457
C -1.187 0.308 3.271
Si 0.506 -0.204 2.614
C 1.689 1.089 3.355
C 1.174 -1.662 3.624
H -1.065 0.671 4.294
H -1.897 -0.517 3.279
H -1.613 1.124 2.684
H 1.813 0.752 4.387
H 1.286 2.096 3.395
H 2.685 1.130 2.916
H 1.034 -1.370 4.668
H 2.254 -1.733 3.458
H 0.745 -2.646 3.492



# 5
ORCA calculation (ωB97M-V/def2-TZVPD) on C11H16BF2IInN2O3S2 as an isolated structure in a non-equilibrium geometry.

The value obtained for the energy above the lowest of the compared OMol25 structures with the same formula, charge and spin is 0.1 kcal/mol. As for the charge: -1. For the HOMO-LUMO gap, the calculation gives 6.97 eV. The HOMO energy comes out at -4.559 eV. As for the lowest unoccupied orbital energy: 2.41 eV.

Element x y z (Å)
In -0.879 -0.479 -2.069
C 2.633 -1.487 2.160
O 1.480 -0.915 1.641
C 0.585 -0.351 2.539
C -0.729 -0.137 1.824
O -0.783 0.859 0.797
C -0.721 2.157 1.176
C 0.566 2.893 0.935
O 0.553 3.364 -0.430
C 1.801 3.800 -0.856
H 2.541 -2.561 2.481
H 2.893 -1.008 3.057
H 3.421 -1.478 1.454
H 1.033 0.562 2.982
H 0.377 -1.031 3.371
H -1.529 0.105 2.571
H -1.034 -1.016 1.352
H -0.960 2.173 2.213
H -1.506 2.708 0.648
H 1.464 2.349 1.156
H 0.506 3.680 1.707
H 2.134 4.538 -0.189
H 1.639 4.280 -1.807
H 2.539 2.980 -0.961
S -2.679 -1.697 -0.689
C -2.150 -3.238 -1.237
C -2.445 -4.322 -0.344
N -2.688 -5.119 0.454
C -1.527 -3.543 -2.378
S -1.122 -2.458 -3.644
C -1.238 -4.948 -2.635
N -1.060 -6.097 -2.686
F 2.139 0.564 -1.684
B 1.343 -0.477 -1.318
F 2.129 -1.512 -0.978
I -3.547 1.810 -1.454
C -1.838 1.379 -2.739
H -1.157 2.308 -2.619
H -2.184 1.365 -3.802



# 6
ORCA calculation (ωB97M-V/def2-TZVPD) on a 2-piece molecular cluster, CHF2NO2S overall in a non-equilibrium geometry.

The value obtained for the energy above the lowest of the compared OMol25 structures with the same formula, charge and spin is 47.3 kcal/mol. As for the charge: 0. For the HOMO-LUMO gap (spin up / spin down), the calculation gives 9.67 / 9.67 eV. The HOMO energy (spin up / spin down) comes out at -11.911 / -11.913 eV. As for the lowest unoccupied orbital energy (spin up / spin down): -2.24 / -2.24 eV.

Element x y z (Å)
C 0.881 0.057 1.023
N -1.121 0.735 -1.590
O -0.142 0.486 1.435
O 1.275 0.001 -0.239
F 1.806 -0.475 1.805
F -0.889 -1.695 -0.115
S -0.005 -0.197 -1.470
H -1.806 1.088 -0.849



# 7
ORCA calculation (ωB97M-V/def2-TZVPD) on C4H5BrClFN3O2 as an isolated structure in a non-equilibrium geometry.

The value obtained for the energy above the lowest of the compared OMol25 structures with the same formula, charge and spin is 140.2 kcal/mol. As for the charge: +1. For the HOMO-LUMO gap (spin up / spin down), the calculation gives 5.56 / 7.15 eV. The HOMO energy (spin up / spin down) comes out at -12.945 / -13.351 eV. As for the lowest unoccupied orbital energy (spin up / spin down): -7.38 / -6.20 eV.

Element x y z (Å)
C -0.327 -1.307 0.966
C -1.503 -0.769 -1.018
C -1.387 0.669 1.041
C 0.702 0.312 -0.205
N -0.144 -2.131 1.768
N 3.733 0.995 0.213
N -0.663 -0.318 0.112
O 3.610 -0.112 -0.065
O 3.380 2.072 0.264
F 0.544 1.251 -1.242
Cl -1.777 2.031 0.135
Br 1.820 -1.142 -1.220
H -2.379 -1.233 -0.653
H -1.800 0.035 -1.763
H -0.944 -1.470 -1.557
H -0.612 0.896 1.709
H -2.253 0.221 1.512



# 8
ORCA calculation (ωB97M-V/def2-TZVPD) on C9H10NO3S as an isolated structure in a non-equilibrium geometry.

The value obtained for the energy above the lowest of the compared OMol25 structures with the same formula, charge and spin is 68.4 kcal/mol. As for the charge: +1. For the HOMO-LUMO gap, the calculation gives 8.82 eV. The HOMO energy comes out at -13.334 eV. As for the lowest unoccupied orbital energy: -4.52 eV.

Element x y z (Å)
C 4.198 -0.037 0.734
C 3.697 1.066 0.160
C 3.496 -1.225 0.749
C 2.363 1.026 -0.403
C 2.214 -1.277 0.266
C 1.690 -0.174 -0.336
C -3.870 -0.800 0.803
C -3.105 -0.480 -0.473
C -2.662 -0.178 1.495
N -2.085 0.036 0.375
O -0.982 0.673 -0.026
O 0.235 0.572 -2.297
O -0.581 -1.465 -1.125
S 0.179 -0.238 -1.137
H 5.270 -0.219 1.085
H 4.345 1.915 0.277
H 3.837 -2.060 1.464
H 1.937 1.986 -0.887
H 1.532 -2.086 0.365
H -4.699 0.015 0.923
H -4.112 -1.918 0.879
H -2.744 -1.168 -1.181
H -3.646 0.330 -1.045
H -2.251 -0.170 2.459



| no. | energy (eV) |
| --- | --- |
| 1 | -15111.1373 |
| 2 | -101325.4382 |
| 3 | -7830.9023 |
| 4 | -126024.0102 |
| 5 | -61848.2363 |
| 6 | -22905.7186 |
| 7 | -98059.3957 |
| 8 | -27951.0648 |